No. 1
Molecular formula: C55H42AuF5N2OP2S
Method: DFT, ωB97M-V/def2-TZVPD

Each line ends with the Löwdin spin population.
Geometry (Å):
Au: -0.040 -1.595 0.016  0.22
O: 0.577 1.351 0.871  0.09
S: 0.016 1.881 -0.414  0.01
C: -1.234 3.063 -0.031  0.00
C: -0.979 4.383 0.258  0.00
C: -2.006 5.340 0.312  0.00
C: -3.279 4.945 -0.003  0.00
C: -4.559 5.728 -0.164  0.00
C: -5.637 4.668 -0.519  0.00
C: -4.892 3.358 -0.563  0.00
C: -5.289 2.082 -0.844  0.00
C: -4.359 1.033 -0.688  0.00
C: -3.037 1.214 -0.320  0.00
P: -2.143 -0.275 0.325  0.08
C: -3.159 -1.635 -0.375  0.04
C: -2.899 -2.010 -1.698  0.01
C: -3.653 -3.004 -2.302  0.00
C: -4.663 -3.638 -1.586  0.01
C: -4.919 -3.277 -0.270  0.00
C: -4.171 -2.275 0.339  0.01
C: -2.606 -0.290 2.091  0.23
C: -3.627 0.507 2.535  0.02
C: -4.238 0.321 3.787  0.32
C: -3.918 -0.818 4.558  0.01
C: -2.895 -1.623 4.196  0.23
C: -1.961 -1.259 3.071  0.06
C: -2.562 2.571 -0.202  0.00
C: -3.538 3.580 -0.249  0.00
C: 1.355 2.816 -1.122  0.01
C: 1.145 3.946 -1.886  0.01
C: 2.199 4.791 -2.270  0.00
C: 3.461 4.496 -1.820  0.01
C: 4.770 5.235 -1.952  0.00
C: 5.797 4.371 -1.172  0.00
C: 5.011 3.186 -0.675  0.03
C: 5.366 2.097 0.071  0.00
C: 4.415 1.079 0.271  0.03
C: 3.111 1.146 -0.197  0.04
P: 2.234 -0.431 -0.440  0.24
C: 2.334 -0.598 -2.257  0.05
C: 1.366 -1.310 -2.966  0.01
C: 1.488 -1.497 -4.335  0.00
C: 2.577 -0.965 -5.009  0.01
C: 3.542 -0.246 -4.314  0.00
C: 3.424 -0.056 -2.947  0.01
C: 3.361 -1.650 0.290  0.04
C: 3.274 -1.863 1.668  0.01
C: 4.110 -2.783 2.281  0.00
C: 5.031 -3.494 1.523  0.01
C: 5.123 -3.280 0.153  0.00
C: 4.288 -2.365 -0.470  0.01
C: 2.660 2.381 -0.784  0.00
C: 3.667 3.312 -1.087  0.00
H: 0.045 4.704 0.409  0.00
H: -1.768 6.369 0.550  0.00
H: -4.456 6.474 -0.953  0.00
H: -4.808 6.271 0.747  0.00
H: -6.122 4.880 -1.473  0.00
H: -6.427 4.633 0.231  0.00
H: -6.307 1.849 -1.129  0.00
H: -4.739 0.029 -0.815  0.00
H: -2.114 -1.505 -2.252  0.00
H: -3.459 -3.283 -3.330  0.00
H: -5.256 -4.411 -2.058  0.00
H: -5.711 -3.768 0.282  0.00
H: -4.379 -1.981 1.362  0.00
H: -4.030 1.268 1.881  0.00
H: -5.034 0.982 4.101  0.02
H: -4.512 -1.058 5.432  -0.01
H: -2.666 -2.518 4.759  0.01
H: -1.652 -2.178 2.561  0.01
H: 0.131 4.219 -2.153  0.00
H: 1.993 5.674 -2.862  0.00
H: 4.691 6.243 -1.545  0.00
H: 5.053 5.344 -3.000  0.00
H: 6.247 4.918 -0.342  0.00
H: 6.620 4.047 -1.810  0.00
H: 6.371 1.972 0.456  0.00
H: 4.748 0.173 0.757  0.00
H: 0.509 -1.724 -2.446  0.00
H: 0.733 -2.053 -4.876  0.00
H: 2.674 -1.107 -6.078  0.00
H: 4.393 0.166 -4.840  0.00
H: 4.185 0.502 -2.416  0.00
H: 2.558 -1.299 2.258  0.00
H: 4.044 -2.947 3.349  0.00
H: 5.682 -4.215 2.001  0.00
H: 5.851 -3.825 -0.435  0.00
H: 4.367 -2.204 -1.538  0.00
F: 0.406 -1.084 2.813  0.00
C: -0.615 -0.689 3.640  0.04
F: -0.626 0.653 3.678  0.01
C: -0.150 -1.174 5.039  0.00
F: 1.062 -0.677 5.280  0.00
F: -0.961 -0.788 6.017  0.01
F: -0.072 -2.515 5.032  0.00
N: -1.609 -4.283 1.025  0.01
C: -0.446 -4.705 0.450  0.01
C: -0.100 -6.065 0.470  0.00
C: 1.090 -6.470 -0.074  0.00
C: 1.934 -5.521 -0.657  0.00
C: 1.533 -4.215 -0.649  0.00
N: 0.373 -3.791 -0.097  0.02
H: -2.287 -4.992 1.248  0.00
H: -2.015 -3.426 0.684  0.00
H: -0.790 -6.773 0.913  0.00
H: 1.362 -7.518 -0.066  0.00
H: 2.876 -5.799 -1.108  0.00
H: 2.138 -3.453 -1.108  0.00

Calculated values
2S+1	3
frontier orbital gap (alpha / beta)	7.29 / 4.71	eV
charge	+2

=====

No. 2
Molecular formula: C6H12N2O
Method: DFT, ωB97M-V/def2-TZVPD

Each line ends with the Mulliken charge.
Geometry (Å):
H: -1.570 -1.682 -1.058  0.27
N: -0.727 -2.089 -0.638  -0.74
C: -0.147 -1.248 0.151  0.70
C: 1.129 -1.669 0.827  -1.16
C: -0.866 0.136 0.621  0.06
C: -2.318 -0.046 1.005  -1.32
O: -0.727 0.961 -0.501  -0.35
C: 0.626 1.445 -0.521  0.82
C: 1.332 1.083 -1.782  -1.19
N: 1.020 2.278 0.360  -0.70
H: 1.673 2.993 0.039  0.28
H: 1.000 -2.659 1.274  0.38
H: 1.443 -0.961 1.595  0.32
H: 1.916 -1.737 0.070  0.26
H: -0.282 0.440 1.499  0.33
H: -2.741 0.926 1.282  0.38
H: -2.411 -0.721 1.860  0.34
H: -2.918 -0.424 0.173  0.31
H: 1.608 1.991 -2.321  0.43
H: 0.722 0.450 -2.428  0.30
H: 2.239 0.534 -1.510  0.28

Calculated values
frontier orbital gap	10.10	eV
SMILES	[H]/N=C(/C)[C@H](C)O/C(C)=N/[H]

=====

Computed energy relative to the best compared isomer or geometry (same formula, charge and spin) (kJ/mol) in order:
64.7 188.6